# 1
63
Properties=species:S:1:pos:R:3:forces:R:3:nbo_charge:R:1 method="wB97M-V/def2-TZVPD" e_above_lowest_kj_mol=0.0 charge=-1 homo_ha=-0.17984 total_energy_ha=-4860.40506 gap_ev=4.671 largest_force_ev_per_a=1.419
C 2.411 -3.679 3.065 -0.2 -0.5 0.1 -0.48
C 1.422 -4.241 2.346 0.0 0.4 0.3 -0.11
C 0.411 -3.516 1.500 0.3 -0.3 0.7 -0.78
P -1.179 -3.035 2.474 0.8 -0.3 0.2 1.49
N -1.214 -4.783 3.046 -0.1 0.1 -0.3 -1.18
C -2.378 -3.638 1.013 0.7 -1.1 -0.6 -0.88
C -2.366 -2.908 -0.263 -0.9 0.4 0.4 0.59
O -3.130 -2.065 -0.591 -0.1 0.3 -0.2 -0.54
Br -1.004 -3.381 -1.644 0.2 -0.2 0.0 -0.15
C -1.146 -1.217 1.809 0.6 0.3 -0.3 -1.20
P -0.420 -0.059 2.951 -1.3 0.3 0.3 2.38
O -1.074 0.099 4.259 0.4 -0.3 0.3 -1.12
O -0.415 1.356 2.151 0.2 -0.2 -0.3 -1.00
O 1.146 -0.339 3.036 0.4 0.1 -0.2 -0.99
N -2.610 -2.682 3.569 -0.2 0.4 -0.4 -0.87
C -2.368 -2.640 5.005 -0.6 -0.2 0.0 -0.40
C -3.734 -1.911 3.209 -0.7 0.1 0.3 0.76
C -5.041 -2.695 3.071 0.1 0.1 0.5 -0.72
O -3.800 -0.706 3.123 0.4 0.0 -0.3 -0.57
H 3.363 -4.190 3.174 -0.3 -0.5 0.9 0.18
H 2.297 -2.752 3.614 0.3 0.7 -1.0 0.18
H 1.307 -5.322 2.387 0.7 -0.1 -0.9 0.19
H 0.221 -4.222 0.694 -0.4 0.1 -0.1 0.23
H 0.962 -2.681 1.068 -0.3 0.3 0.0 0.21
H -0.289 -2.657 3.560 -0.2 -0.1 0.1 -0.17
H -2.186 -5.054 3.147 0.0 0.0 0.2 0.35
H -0.792 -4.855 3.966 0.0 0.1 0.1 0.36
H -2.004 -4.644 0.821 0.2 0.0 0.1 0.26
H -3.408 -3.768 1.327 -0.1 0.4 0.1 0.24
H -2.111 -0.821 1.498 -0.1 0.0 0.3 0.27
H -0.502 -1.122 0.928 0.0 -0.3 -0.1 0.24
H -1.313 1.461 1.808 0.0 0.2 0.0 0.50
H 1.340 -0.772 3.876 0.0 0.0 0.0 0.51
H -2.354 -3.657 5.411 0.3 0.0 0.1 0.17
H -1.481 -2.077 5.289 0.1 0.0 -0.1 0.22
H -3.213 -2.145 5.490 0.0 0.1 0.1 0.19
H -5.040 -3.465 3.844 0.0 -0.3 -0.2 0.21
H -5.143 -3.141 2.085 0.0 -0.1 0.0 0.22
H -5.888 -2.039 3.256 0.0 0.1 -0.2 0.22
C 0.372 2.935 -3.173 0.0 0.0 0.0 -0.24
C -0.842 3.027 -2.638 0.0 0.0 0.0 -0.21
C -1.026 3.230 -1.179 0.0 0.0 0.0 0.47
O -2.132 3.313 -0.690 0.0 0.0 0.0 -0.49
C 0.195 3.327 -0.340 0.1 0.0 0.0 -0.21
C 1.409 3.234 -0.876 0.0 0.0 0.0 -0.23
C 1.591 3.033 -2.332 0.0 -0.1 0.0 0.49
O 2.699 2.952 -2.827 0.0 0.1 0.0 -0.53
H 0.533 2.790 -4.234 0.0 0.0 0.0 0.24
H -1.745 2.958 -3.231 0.0 0.0 0.0 0.23
H 0.038 3.471 0.721 0.0 -0.1 0.0 0.25
H 2.311 3.298 -0.282 0.0 0.0 0.0 0.23
C 4.972 5.334 -5.471 0.0 0.0 0.0 -0.23
C 3.715 4.957 -5.250 0.0 0.1 0.0 -0.22
C 2.754 4.793 -6.369 0.0 0.0 0.0 0.48
O 1.607 4.452 -6.174 0.0 0.0 0.0 -0.49
C 3.248 5.065 -7.744 0.0 0.0 0.0 -0.22
C 4.504 5.442 -7.963 0.0 0.0 0.0 -0.24
C 5.466 5.606 -6.843 0.0 0.0 0.0 0.48
O 6.611 5.950 -7.048 0.0 0.0 0.0 -0.50
H 5.689 5.459 -4.671 0.0 0.0 0.0 0.23
H 3.336 4.749 -4.258 0.0 -0.1 0.0 0.25
H 2.530 4.938 -8.544 0.0 0.0 0.0 0.23
H 4.885 5.646 -8.956 0.0 0.0 0.0 0.23

=====

# 2
9
Properties=species:S:1:pos:R:3:forces:R:3:nbo_charge:R:1 method="wB97M-V/def2-TZVPD" e_above_lowest_kj_mol=120.6 homo_ha=-0.33352 total_energy_ha=-452.07630 gap_ev=9.672 largest_force_ev_per_a=4.470 smiles="C=CO.I"
C -0.487 0.254 0.578 0.6 -1.3 -0.9 -0.56
C -0.114 0.722 -0.581 1.2 0.6 -0.2 0.17
O -0.316 1.973 -0.916 -1.7 4.1 -0.1 -0.68
H -0.111 -0.698 0.821 -0.2 -1.0 0.9 0.21
H -1.135 0.869 1.119 -0.8 0.4 1.3 0.19
H 0.551 0.411 -1.369 0.1 -1.5 0.2 0.19
H -0.763 2.531 -0.205 0.8 -1.3 -1.2 0.47
I 3.028 -2.345 -1.181 0.1 0.0 0.0 -0.09
H 1.449 -2.130 -1.339 -0.1 0.0 0.0 0.09

=====

# 3
84
Properties=species:S:1:pos:R:3:forces:R:3:mulliken_spin:R:1 method="wB97M-V/def2-TZVPD" e_above_lowest_kj_mol=33.6 spin_multiplicity=4 charge=+2 homo_ha="-0.49513 / -0.47995" total_energy_ha=-2123.31487 gap_ev="6.910 / 4.411" largest_force_ev_per_a=4.659
Tc 0.965 -0.910 -0.203 0.9 4.5 0.5 1.48
C 2.676 -2.246 0.395 0.6 0.1 -0.7 -0.04
C 1.846 -2.844 -0.610 0.4 -0.2 -0.6 -0.12
C 2.774 -0.883 -1.497 -0.3 -2.0 -0.3 0.02
C 3.207 -1.002 -0.124 -0.7 -1.6 0.1 -0.04
C 1.952 -2.029 -1.804 1.2 -0.3 0.1 0.02
C 3.027 -2.907 1.672 0.0 0.3 0.8 0.01
H 2.343 -3.731 1.896 0.1 0.1 0.0 0.00
H 2.983 -2.164 2.488 0.2 -0.7 -0.4 -0.01
H 4.050 -3.319 1.639 -0.3 0.1 -0.1 0.00
C 4.083 -0.058 0.612 0.0 0.4 0.3 0.00
H 3.627 0.201 1.574 0.2 0.0 -0.2 0.00
H 4.240 0.852 0.027 0.1 -0.1 0.2 0.00
H 5.059 -0.507 0.827 -0.1 0.0 -0.2 0.00
C 3.170 0.157 -2.484 -0.3 0.2 0.2 0.01
H 4.104 -0.120 -2.988 -0.1 0.0 0.2 0.00
H 3.313 1.114 -1.981 0.1 0.1 -0.2 -0.01
H 2.395 0.254 -3.247 0.1 0.1 0.0 0.00
C 1.470 -2.431 -3.156 -0.3 0.2 -0.2 -0.01
H 2.282 -2.919 -3.723 -0.3 0.2 0.2 0.00
H 1.140 -1.547 -3.720 0.0 -0.4 0.0 0.00
H 0.640 -3.144 -3.078 0.2 0.3 -0.1 0.00
C 1.191 -4.181 -0.510 0.1 0.0 0.0 -0.01
H 1.932 -4.976 -0.666 -0.2 0.1 0.0 0.00
H 0.405 -4.274 -1.260 0.1 -0.1 0.1 0.00
H 0.744 -4.309 0.478 0.0 -0.1 -0.1 0.00
C 0.227 0.248 1.530 -0.2 -1.1 0.4 -0.16
C 0.102 -1.154 1.755 -0.6 0.7 1.9 0.06
C -1.238 -1.876 1.718 0.4 -0.7 -0.2 -0.01
C -1.910 -1.824 0.334 -0.2 -0.7 -0.2 0.00
C -0.989 -1.427 -0.818 -1.1 0.1 -1.0 -0.07
C -0.758 -0.053 -1.161 -0.7 -0.9 0.3 -0.05
C -1.351 1.092 -0.348 -0.1 0.3 -0.3 -0.01
C -0.880 1.202 1.119 0.1 0.5 0.4 0.02
H -1.926 -1.517 2.505 0.4 0.1 -0.3 0.00
H -2.813 -1.196 0.370 0.3 0.1 -0.2 0.00
H -1.035 -2.936 1.958 -0.1 0.5 0.0 0.00
H -1.738 1.146 1.821 0.4 -0.2 -0.3 0.00
H 1.025 0.718 2.123 0.1 -0.3 -0.5 -0.01
H 0.773 -1.558 2.524 0.0 0.2 -0.5 -0.01
H -0.468 2.217 1.258 -0.2 -0.4 0.0 0.00
H -1.105 2.043 -0.847 0.0 -0.4 0.0 -0.02
H -0.581 0.179 -2.219 0.2 -0.2 0.3 -0.01
H -2.451 1.040 -0.365 0.2 -0.2 -0.1 0.00
H -2.260 -2.840 0.095 -0.1 0.4 0.1 0.00
H -0.949 -2.166 -1.629 -0.1 0.4 0.2 -0.01
P -4.324 2.551 -1.331 -2.5 1.1 0.8 0.37
P -4.279 3.224 -4.282 -3.1 1.1 -0.2 0.36
C -5.875 3.410 -1.955 0.1 -0.2 -0.6 0.00
C -5.589 4.124 -3.264 0.7 0.0 0.4 0.02
H -6.186 4.134 -1.186 0.0 -0.4 -0.2 0.01
H -6.671 2.657 -2.081 0.4 0.2 0.1 0.00
H -6.498 4.207 -3.883 0.5 0.1 0.1 0.01
H -5.175 5.128 -3.071 -0.3 -0.2 -0.1 0.00
C -4.263 4.515 -5.584 1.3 0.1 -0.2 0.06
H -3.625 4.193 -6.414 -0.2 0.2 0.0 0.00
H -3.844 5.434 -5.160 -0.1 -0.1 -0.2 0.00
H -5.283 4.703 -5.941 0.2 -0.2 0.2 0.02
C -5.446 2.061 -5.120 0.8 -0.8 0.2 0.03
H -6.353 2.590 -5.444 0.4 0.0 0.1 0.01
H -5.711 1.241 -4.444 0.0 0.1 -0.2 0.00
H -4.935 1.630 -5.989 -0.2 0.0 0.1 0.00
C -3.948 3.816 -0.038 1.1 -0.2 -0.1 0.04
H -3.129 3.462 0.598 -0.2 0.2 0.0 -0.01
H -4.837 4.022 0.573 0.2 -0.2 -0.2 0.01
H -3.623 4.740 -0.537 -0.1 -0.2 0.2 0.00
C -5.241 1.249 -0.394 0.8 -0.6 -0.2 0.06
H -5.724 0.585 -1.129 0.2 0.2 0.3 0.00
H -6.008 1.709 0.248 0.3 0.0 -0.2 0.02
H -4.537 0.657 0.207 -0.4 0.1 0.0 -0.01
O 3.126 0.730 5.327 -0.2 0.5 0.1 0.82
C 3.392 -0.239 4.570 0.1 -3.3 -2.8 0.01
O 2.792 -0.639 3.522 0.6 2.2 2.6 0.07
C 4.625 -1.027 4.997 0.9 0.3 1.0 0.05
C 5.490 -1.605 4.047 -0.1 0.1 -0.5 0.00
C 6.656 -2.280 4.426 -0.3 0.3 0.2 0.01
C 7.053 -2.286 5.771 -0.4 0.1 0.1 0.04
C 6.221 -1.691 6.733 -0.1 -0.1 -0.3 -0.02
C 5.006 -1.096 6.356 0.2 0.2 -0.1 0.03
H 5.262 -1.499 2.982 0.0 -0.1 0.5 0.00
H 7.272 -2.781 3.671 -0.3 0.3 0.3 0.00
H 8.011 -2.745 6.053 -0.6 0.2 -0.1 0.00
H 6.531 -1.673 7.780 -0.2 0.0 -0.4 0.00
H 4.368 -0.626 7.107 0.2 -0.2 -0.2 0.00

=====

# 4
61
Properties=species:S:1:pos:R:3:forces:R:3:nbo_charge:R:1 method="wB97M-V/def2-TZVPD" e_above_lowest_kj_mol=165.9 homo_ha=-0.31853 total_energy_ha=-1666.17173 gap_ev=9.246 largest_force_ev_per_a=1.132 smiles="COc1ccc(C)cc1S(=O)(=O)N1CCC(C(=O)NCCC2=CCCCC2)CC1"
C -2.562 -3.421 -0.174 0.0 -0.2 0.0 -0.25
O -2.239 -2.048 -0.218 -0.1 0.0 0.0 -0.48
C -3.214 -1.145 0.005 -0.1 -0.1 0.1 0.31
C -4.540 -1.433 0.324 0.3 -0.2 -0.1 -0.30
C -5.446 -0.402 0.503 0.1 0.2 -0.1 -0.16
C -5.076 0.930 0.366 0.0 -0.1 0.0 -0.05
C -6.069 2.033 0.569 0.0 0.0 0.1 -0.62
C -3.751 1.211 0.051 -0.2 0.0 0.1 -0.19
C -2.838 0.193 -0.111 0.7 0.0 -0.1 -0.29
S -1.129 0.497 -0.552 -0.4 0.6 0.0 2.31
O -0.919 0.088 -1.908 -0.1 0.1 -0.2 -0.94
O -0.268 -0.074 0.452 -0.2 0.1 0.2 -0.96
N -1.074 2.186 -0.508 -0.3 -1.1 -0.1 -0.68
C -0.268 2.775 -1.559 0.4 -0.2 -0.6 -0.23
C 1.213 2.515 -1.309 -0.2 0.2 0.0 -0.41
C 1.642 3.048 0.066 0.2 -0.1 0.0 -0.32
C 3.083 2.597 0.318 -0.6 0.3 0.0 0.70
O 4.020 3.370 0.317 0.3 0.3 0.0 -0.63
N 3.214 1.271 0.502 0.0 -0.5 0.1 -0.63
C 4.485 0.597 0.607 0.3 0.0 -0.2 -0.21
C 4.585 -0.532 -0.427 0.0 0.1 0.4 -0.44
C 3.520 -1.582 -0.207 0.1 0.1 -0.1 0.00
C 3.549 -2.370 0.860 0.0 -0.1 0.1 -0.19
C 2.512 -3.400 1.181 -0.2 0.0 0.0 -0.43
C 1.260 -3.226 0.326 0.1 -0.2 0.0 -0.40
C 1.662 -2.995 -1.126 -0.2 0.2 0.1 -0.39
C 2.421 -1.675 -1.229 -0.1 -0.3 -0.1 -0.44
C 0.699 2.592 1.186 -0.1 0.1 0.0 -0.42
C -0.773 2.749 0.794 0.2 -0.1 0.7 -0.23
H -2.889 -3.723 0.826 0.0 0.0 0.0 0.18
H -1.641 -3.941 -0.426 -0.1 0.0 0.0 0.21
H -3.336 -3.672 -0.905 0.0 0.0 0.0 0.18
H -4.874 -2.453 0.428 0.0 -0.1 0.0 0.23
H -6.470 -0.644 0.749 -0.1 0.0 0.0 0.21
H -6.136 2.286 1.627 -0.1 0.1 0.0 0.22
H -5.770 2.925 0.026 0.0 0.1 0.0 0.22
H -7.058 1.729 0.234 -0.1 0.0 0.0 0.22
H -3.420 2.229 -0.080 0.0 0.1 0.0 0.23
H -0.483 3.847 -1.588 -0.1 -0.1 0.0 0.20
H -0.583 2.316 -2.497 0.1 0.2 -0.1 0.24
H 1.817 2.985 -2.086 0.0 -0.1 0.0 0.22
H 1.367 1.435 -1.363 0.1 0.0 -0.1 0.21
H 1.649 4.143 0.026 0.1 -0.1 0.0 0.22
H 2.401 0.673 0.491 -0.1 0.1 0.0 0.41
H 4.600 0.184 1.615 0.1 0.0 -0.1 0.19
H 5.260 1.350 0.441 -0.1 -0.1 0.1 0.23
H 5.576 -0.982 -0.343 0.0 0.0 -0.1 0.22
H 4.488 -0.105 -1.426 0.1 0.0 0.0 0.21
H 4.369 -2.297 1.564 0.2 0.1 0.0 0.19
H 2.257 -3.338 2.243 0.0 -0.1 0.0 0.21
H 2.942 -4.395 1.015 0.0 0.0 0.1 0.20
H 0.630 -4.114 0.415 -0.1 0.0 0.0 0.19
H 0.687 -2.362 0.667 -0.1 0.0 0.1 0.22
H 0.776 -2.949 -1.762 0.0 -0.1 -0.1 0.21
H 2.296 -3.816 -1.469 0.0 0.0 -0.1 0.19
H 2.841 -1.559 -2.232 0.0 0.1 0.0 0.21
H 1.703 -0.862 -1.081 0.0 0.1 -0.1 0.22
H 0.859 1.541 1.419 0.0 0.2 0.1 0.23
H 0.897 3.174 2.088 0.0 0.0 0.0 0.22
H -1.054 3.807 0.763 -0.1 -0.1 0.0 0.20
H -1.404 2.238 1.524 0.0 0.2 0.1 0.22